# C28H22AuGeN12O3S

C28H22AuGeN12O3S as an isolated structure (ωB97M-V/def2-TZVPD, the OMol25 dataset).

CARTESIAN COORDINATES (ANGSTROEM)
H -1.502 1.023 1.711
C -1.086 3.478 -2.161
C -1.528 2.259 -1.437
C 1.518 -3.124 0.462
N -2.804 -1.374 5.581
N -1.790 -4.765 1.167
C 1.561 2.430 0.822
C 1.243 1.663 -1.452
H -2.239 1.094 -3.119
H -1.773 3.025 -4.173
O 1.311 5.585 0.314
H 1.744 -1.376 3.404
N -2.040 -0.035 0.016
N -1.801 -5.766 1.968
C 2.889 -3.121 0.718
N -0.406 4.315 -1.387
C -0.691 4.888 -3.987
H 1.397 2.954 -3.169
N -1.979 -3.640 1.884
H 4.751 -4.136 0.428
H 0.470 -1.141 -4.013
H 0.108 -0.702 3.554
C -1.340 2.227 -0.053
H 3.746 -5.966 -0.892
H 1.319 -5.968 -1.357
C -1.625 1.082 0.638
H -2.356 -3.848 5.157
C 1.761 -5.169 -0.777
C 3.688 -4.143 0.229
C 0.992 0.099 0.410
H -0.946 3.101 0.445
H 0.496 -1.669 -1.637
C 0.975 0.345 -0.997
C -2.066 1.134 -2.054
C 0.925 0.954 -3.741
C 1.524 2.691 -0.516
N -0.008 5.719 -3.221
O 0.227 7.563 -0.653
H 0.364 -2.464 3.577
C 1.201 1.942 -2.839
C -2.275 -0.002 -1.306
H 1.280 0.954 2.352
C 0.692 -0.654 -1.959
O 2.304 6.682 -1.632
C -2.109 -4.058 3.151
S 1.118 6.439 -0.844
H -0.105 -4.167 -0.498
C 0.956 -4.148 -0.293
H 1.700 3.698 -0.876
H 0.902 1.175 -4.799
H -0.782 5.162 -5.032
H 1.767 3.224 1.527
C 0.677 -0.360 -3.293
C 0.694 -1.522 3.144
H 3.348 -2.319 1.287
N -2.963 -0.001 3.898
C -2.625 -2.016 4.394
N -3.005 -0.150 5.264
C -1.250 3.702 -3.515
H -2.614 -0.921 -1.763
N -1.995 -5.361 3.229
Ge 0.594 -1.602 1.207
C 1.286 1.127 1.282
C 3.122 -5.167 -0.515
Au -1.997 -1.799 1.017
N -2.350 -3.313 4.297
C 0.127 5.385 -1.938
N -2.734 -1.153 3.361

Results
HOMO energy (alpha / beta) = -8.020 / -8.020 eV
HOMO-LUMO gap (alpha / beta) = 0.1951 / 0.1365 Ha
2S+1 = 2
<S²> = 0.761
maximum force = 0.65 eV Å⁻¹


# C40H32N4OP2S2Sc

C40H32N4OP2S2Sc as an isolated structure (ωB97M-V/def2-TZVPD, the OMol25 dataset).

CARTESIAN COORDINATES (ANGSTROEM)
H -1.088 5.319 2.980
H -1.574 0.328 -3.400
H -0.922 -7.168 1.359
H 2.992 3.015 -1.737
C -0.740 4.287 2.972
N 0.614 -7.582 -2.245
H -0.124 -5.062 0.581
C 0.888 3.538 -1.564
C 0.542 2.540 4.125
H -0.195 -4.115 -2.160
S 3.609 -1.262 -0.768
C 3.841 0.936 1.969
C 0.087 3.836 4.053
N 1.161 -2.086 1.658
C -4.561 -0.740 0.244
C 1.441 -2.772 -1.886
H -1.982 1.814 -1.198
C -5.100 -0.615 1.536
H -0.732 4.213 -6.274
S 0.344 -1.399 -1.760
H 3.812 5.089 -0.608
C 2.848 -2.705 -1.423
C -0.843 -6.325 2.053
C -0.277 -4.281 4.028
H -0.100 -3.489 4.722
C 2.299 3.784 -1.423
C 1.666 -5.172 -2.101
C -1.109 3.518 -5.475
N 4.629 -6.957 -2.808
C -0.315 3.278 -4.353
H -4.928 0.148 3.448
H -6.175 -0.860 1.722
H 2.370 1.790 0.947
H -2.834 2.878 -6.685
H -0.084 6.759 -1.349
C 0.855 -4.009 -2.087
H 3.720 0.738 3.031
C -3.235 -0.341 -0.048
H 0.725 0.709 2.961
H 4.553 0.235 1.546
C 3.674 -3.823 -1.648
C -0.128 -4.079 2.596
H -2.977 0.682 -5.345
P -0.879 0.924 0.602
C 3.980 -6.095 -2.349
H 1.242 2.179 4.927
Sc 1.501 -0.512 0.282
H 4.693 -3.638 -1.826
C 1.887 6.090 -0.786
C -0.594 2.198 -3.566
C -2.173 2.636 -5.850
H 0.521 3.926 -4.066
C 0.005 4.627 -1.324
C -3.157 0.578 2.218
H -1.641 3.779 1.035
C -2.378 1.504 -5.064
C -0.366 -5.143 1.630
C 2.740 4.976 -0.953
O 2.593 0.877 1.259
C 0.553 5.900 -1.045
C 3.060 -5.065 -1.896
C -4.372 -0.005 2.588
H -5.231 -0.989 -0.583
H 0.414 4.583 4.781
C -2.490 0.267 0.977
C 0.240 1.656 3.080
N -1.009 1.770 -0.910
H -1.518 -7.441 3.777
C -0.469 2.110 1.911
H -1.185 -5.699 5.421
P 0.355 1.975 -2.104
C -1.583 1.272 -3.908
H -2.797 -0.537 -1.075
C -1.162 -6.505 3.397
H 2.235 7.050 -0.289
C -0.834 -5.515 4.397
H 4.296 1.907 1.804
C 1.071 -6.502 -2.090
C -1.037 3.421 1.943
H -2.614 1.263 2.864
C 0.520 -2.945 2.170
H -1.061 4.534 -1.565

Results
HOMO energy = -9.966 eV
HOMO-LUMO gap = 0.2311 Ha
2S+1 = 1
maximum force = 5.33 eV Å⁻¹
total charge = +1


Energy for the records above, in order: -124455.1305; -110949.6090 eV
Energy relative to the best compared isomer or geometry (same formula, charge and spin) for the records above, in order: 0.763; 2.931 eV